69
Properties=species:S:1:pos:R:3:forces:R:3:nbo_charge:R:1 method="wB97M-V/def2-TZVPD" lumo_energy_ha=0.00770 relative_energy_kj_mol=68.64 smiles=Cc1cc(C)c([C@@H](C)B2OC(C)(C)C(C)(C)O2)c(C)c1.Cc1ccc(-c2ccc(C)s2)s1 mol_weight_g_mol=468.54 homo_ev=-7.292
C -3.276595 -0.449268 2.177946 -1.010 -0.012 -0.296 -0.610
C -1.917527 0.075652 2.576599 1.653 -0.272 -1.421 -0.632
C -1.071601 0.918917 1.592603 0.259 0.658 -0.711 0.065
C -0.301957 2.026102 2.041055 -0.149 -0.836 -0.119 -0.051
C -0.624725 2.769977 3.299418 0.142 0.163 0.364 -0.627
C 0.866642 2.377827 1.373948 0.328 -0.198 -0.684 -0.170
C 1.268078 1.741256 0.191669 -0.420 -0.067 0.244 -0.034
C 2.595179 2.003500 -0.458600 0.220 0.140 -0.181 -0.627
C 0.381558 0.828328 -0.388491 0.294 0.395 0.360 -0.221
C -0.775017 0.431645 0.278071 0.140 0.120 0.691 -0.045
C -1.621385 -0.602403 -0.390873 -0.197 -0.437 -0.317 -0.640
H -3.785267 0.236964 1.478362 0.075 -0.323 0.206 0.204
H -3.231014 -1.459624 1.731454 -0.096 0.555 0.150 0.215
H -3.916083 -0.510344 3.074295 0.278 -0.111 -0.404 0.222
H -1.968717 0.566609 3.553936 0.275 -0.102 -0.199 0.242
H -0.057674 3.711484 3.293043 -0.229 -0.182 0.125 0.210
H -1.692766 3.005574 3.384028 0.247 -0.150 0.003 0.217
H -0.308036 2.202564 4.188712 -0.225 0.142 -0.146 0.222
H 1.516784 3.141605 1.813367 -0.234 -0.180 -0.169 0.194
H 3.155155 1.068146 -0.615496 -0.179 0.263 0.098 0.216
H 2.453772 2.459742 -1.448036 0.114 -0.032 0.197 0.216
H 3.214247 2.672995 0.150088 -0.117 -0.116 -0.162 0.213
H 0.641960 0.373974 -1.354721 -0.212 0.181 0.403 0.203
H -1.169702 -0.845863 -1.360610 -0.230 0.009 0.151 0.210
H -1.654313 -1.530200 0.195592 -0.200 0.211 -0.252 0.235
H -2.644499 -0.238458 -0.562187 0.270 -0.234 0.076 0.221
C -3.826145 -2.376131 8.589227 0.452 -0.262 0.259 -0.639
C -4.093761 -1.710867 7.292769 -0.778 -0.580 -1.310 -0.196
C -4.952209 -2.144605 6.283502 0.452 0.513 1.079 -0.258
C -5.308269 -1.116996 5.374415 0.968 1.039 0.113 -0.234
C -4.609728 0.063399 5.624160 0.174 -2.406 0.683 -0.216
B -0.754645 -1.074635 2.550801 -2.443 1.349 2.111 1.283
C -4.641369 1.271653 4.913093 -0.523 2.007 -1.446 -0.244
C -5.439237 1.633975 3.824058 1.061 -0.071 1.080 -0.220
C -5.199334 2.981787 3.423722 0.381 0.370 0.844 -0.259
C -4.306100 3.653680 4.255873 -0.980 -0.843 -0.888 -0.195
C -3.986365 5.102422 4.279053 0.516 0.295 -0.097 -0.642
S -3.635581 2.602129 5.438025 -0.887 -0.253 -0.411 0.436
O 0.327076 -0.833716 3.383643 -0.298 -0.861 -0.510 -0.765
C 0.479647 -2.119210 4.025191 -0.064 -0.342 -0.251 0.248
C 1.901792 -2.182311 4.529107 0.147 -0.412 -0.030 -0.625
C -0.509384 -2.216655 5.195474 -0.072 0.046 0.041 -0.639
C 0.041664 -3.116917 2.867647 0.724 0.043 -0.133 0.242
C 1.101846 -3.259165 1.773936 0.156 -0.119 0.065 -0.636
C -0.458704 -4.472948 3.323829 -0.007 -0.062 0.166 -0.630
O -1.053212 -2.389368 2.246211 0.863 0.513 0.429 -0.767
S -3.482683 -0.143545 6.959359 -1.137 0.042 -0.319 0.425
H -4.372772 -3.319382 8.636937 0.105 0.034 0.026 0.226
H -2.757180 -2.575800 8.732346 -0.162 -0.025 0.107 0.220
H -4.168625 -1.740712 9.417092 0.093 -0.187 -0.149 0.226
H -5.322389 -3.160740 6.233869 -0.222 0.124 0.206 0.222
H -6.022758 -1.194234 4.557719 0.194 -0.133 0.220 0.226
H -6.174553 0.949061 3.401022 0.309 0.307 -0.054 0.226
H -5.705964 3.460124 2.586861 0.082 -0.018 0.301 0.224
H -4.755228 5.672131 3.753714 0.078 -0.045 0.071 0.229
H -3.926516 5.453550 5.318787 -0.012 0.053 -0.341 0.225
H -3.020194 5.298157 3.790489 -0.188 0.097 0.160 0.225
H 2.084367 -3.145909 5.014392 0.105 0.067 -0.019 0.208
H 2.627752 -2.038897 3.721309 -0.179 -0.019 0.152 0.223
H 2.038062 -1.390133 5.273226 0.021 -0.126 -0.149 0.224
H -0.360909 -3.167859 5.718552 -0.076 0.154 -0.017 0.212
H -0.334468 -1.404008 5.907669 0.048 -0.059 -0.145 0.222
H -1.561668 -2.152800 4.871462 0.372 -0.045 0.026 0.227
H 1.954854 -3.854852 2.114757 -0.062 0.084 -0.035 0.211
H 0.653626 -3.764677 0.908025 0.077 0.113 0.228 0.220
H 1.460640 -2.275601 1.445282 -0.050 -0.176 0.104 0.226
H 0.343833 -5.037844 3.824757 -0.231 0.213 -0.120 0.215
H -1.306520 -4.370355 4.009307 0.164 -0.074 -0.162 0.224
H -0.784264 -5.049520 2.452713 0.031 0.071 0.108 0.222